ORCA calculation (the ωB97M-V functional and the def2-TZVPD basis) on a molecular structure, C34H31ClN3ORu at a distorted geometry.

E_LUMO (alpha / beta): 0.054 / -1.169 eV
Orbital gap (alpha / beta): 5.25 / 6.54 eV
ΔE to the lowest compared entry with this formula, charge and spin: 0.703 eV
Total energy: -2108.68932 hartree
HOMO (alpha / beta): -5.20 / -7.71 eV
Largest force on an atom: 2.3 eV Å⁻¹

```
! wB97M-V def2-TZVPD RIJCOSX def2/J DEFGRID3
* xyz 0 6
C -0.769 2.214 -3.169
C -1.845 3.166 2.529
C 4.471 -2.730 -0.545
H -3.747 -0.283 5.412
C -2.025 2.668 -2.830
C -1.321 4.309 1.942
N -0.208 1.796 1.323
H 1.151 2.817 0.154
N -1.192 -0.464 2.518
H 3.805 0.548 -0.074
H 0.082 -1.401 -1.913
C -2.860 -2.211 -0.059
C -2.657 2.165 -1.706
C 1.228 0.810 -2.925
H 2.282 0.858 1.777
C 4.557 -1.349 -0.681
C -2.002 1.217 -0.941
O -0.463 -2.081 0.216
C 1.987 1.625 -3.766
C 2.870 -0.938 -3.312
H -3.437 4.139 3.605
C -2.941 3.193 3.448
C 1.726 -0.479 -2.667
H -2.998 -1.735 0.911
H -1.534 -2.805 -2.282
C -1.491 -2.915 -0.108
C 3.133 1.170 -4.390
H -2.896 -1.445 -0.834
C 3.724 -0.524 0.034
H -2.525 3.394 -3.453
Ru -0.038 -0.147 0.533
C 3.567 -0.129 -4.183
C -0.208 4.181 1.087
C 2.691 -2.449 1.029
C -3.335 2.086 4.122
Cl 1.510 -3.153 2.065
H 3.674 1.821 -5.060
H -3.660 -2.931 -0.222
H -2.616 -2.431 4.819
H -0.326 2.587 -4.081
C -1.291 -3.535 -1.510
C 0.294 2.936 0.809
H 3.446 -4.347 0.431
H 3.195 -1.952 -3.133
C -2.710 0.830 3.903
C -1.716 0.751 2.877
H 4.432 -0.510 -4.705
H 1.534 -2.187 -1.599
N 1.078 -1.297 -1.756
H -3.647 2.499 -1.432
H -1.736 5.280 2.171
C -0.714 0.778 -1.242
H 5.134 -3.378 -1.097
H 1.680 2.647 -3.932
H 5.291 -0.921 -1.349
C -1.255 1.904 2.225
C -3.021 -0.323 4.613
H -1.943 -4.398 -1.617
C -0.078 1.262 -2.402
C 1.952 -0.179 1.728
C 3.524 -3.277 0.311
H -4.142 2.130 4.837
H -0.258 -3.854 -1.634
H -1.512 -3.755 0.619
H -1.073 -2.468 2.879
H -2.520 0.816 -0.071
H 1.607 -0.569 2.682
C -1.529 -1.539 3.196
H 0.258 5.057 0.664
C -2.409 -1.524 4.275
C 2.762 -1.036 0.937
*
```

Atom charges from the Löwdin analysis, given in e for atoms 1 to 8: -0.039 -0.165 -0.098 0.115 -0.079 -0.037 -0.090 0.112